Entry 1:
DFT (ωB97M-V/def2-TZVPD) results for a cluster of 2 separate species, C3H10NO4P2 in total in a non-equilibrium geometry.

Last column: natural (NBO) charge in e.
Element x y z (Å)
C1 -1.09864 -0.30637 1.44386  -0.443
C2 -1.82124 0.68494 -0.62986  -0.421
C3 0.63413 0.16191 -0.21489  -0.728
N1 -0.80448 -0.10569 0.00419  -0.506
O1 2.83478 -1.34599 -0.45587  -1.168
O2 0.30900 2.90616 -0.18594  -1.201
O3 0.45930 -2.37154 -0.12333  -1.089
O4 2.46836 1.72810 -0.71488  -0.997
P1 1.70161 -1.19190 0.51448  1.288
P2 1.22059 1.79989 0.32942  1.314
H1 -1.24054 0.70492 1.86765  0.232
H2 -2.10775 -0.82632 1.52476  0.183
H3 -0.51080 -1.13471 1.89756  0.257
H4 -1.98724 1.62824 -0.02684  0.252
H5 -1.45745 0.96702 -1.62691  0.245
H6 -2.59053 -0.06686 -0.74963  0.191
H7 0.44151 -0.21295 -1.74457  0.099
H8 -0.61838 -1.13862 -0.34048  0.523
H9 1.10664 -3.03300 -0.36296  0.495
H10 3.06111 1.15278 -0.40577  0.474

Summary:
**Frontier orbital gap**: 6.150 eV
**Charge**: -1
**LUMO energy**: 0.1191 Ha
**Energy relative to the best compared isomer or geometry (same formula, charge and spin)**: 0.0 kcal/mol

=====

Entry 2:
DFT (ωB97M-V/def2-TZVPD) results for a structure of composition C8H10AuO5P in a non-equilibrium geometry.

Last column: natural (NBO) charge in e.
Element x y z (Å)
O1 -2.83002 -2.26758 -0.39906  -0.253
C1 -1.69167 -1.99500 -0.56350  0.550
Au1 0.05261 -0.11989 -1.55171  0.830
O2 0.33944 -3.17420 -0.88105  -0.290
C2 -0.39308 -2.20870 -0.90544  0.096
C3 2.12750 0.31272 -1.79833  0.394
O3 3.21059 0.41460 -2.13630  -0.296
C4 -1.41638 1.54063 -1.33529  0.201
O4 -1.11927 2.64440 -1.69131  -0.308
C5 -0.44684 -0.77784 -3.36894  0.451
O5 -0.66247 -1.07300 -4.45551  -0.267
H1 -2.41949 1.23563 -0.95225  0.230
C6 0.88672 1.94438 1.10655  -0.973
P1 0.29022 0.26131 0.79416  1.067
C7 1.50159 -0.80763 1.58815  -0.979
C8 -1.21126 0.08425 1.78331  -0.978
H2 1.88231 2.07303 0.66787  0.273
H3 0.95556 2.08939 2.19343  0.293
H4 0.20973 2.69138 0.67719  0.275
H5 1.47895 -0.64027 2.67524  0.296
H6 1.30577 -1.86625 1.37931  0.281
H7 2.49665 -0.54481 1.20560  0.274
H8 -0.93504 0.11178 2.84738  0.300
H9 -1.87493 0.92858 1.55210  0.267
H10 -1.73721 -0.85691 1.56841  0.265

Summary:
**Frontier orbital gap (alpha / beta)**: 7.376 / 7.111 eV
**Spin multiplicity**: 3
**Charge**: +2
**LUMO energy (alpha / beta)**: -0.3512 / -0.3910 Ha
**Energy relative to the best compared isomer or geometry (same formula, charge and spin)**: 14.3 kcal/mol

=====

Entry 3:
DFT (ωB97M-V/def2-TZVPD) results for a structure of composition C19H20N4O2W in a non-equilibrium geometry.

Last column: natural (NBO) charge in e.
Element x y z (Å)
N1 -1.43580 3.96334 0.77853  -0.360
C1 -0.39569 4.35542 0.40878  0.286
C2 0.76603 5.17858 0.08153  -0.739
H1 0.37971 6.16606 -0.22041  0.316
H2 1.35660 4.74770 -0.73510  0.242
H3 1.38286 5.27942 0.98691  0.286
N2 4.17692 -2.65754 0.34886  -0.438
C3 5.00347 -3.23664 -0.22627  0.430
C4 6.16410 -4.03807 -0.62605  -0.744
H4 6.75449 -3.49013 -1.38260  0.292
H5 5.81721 -5.00758 -1.02162  0.292
H6 6.76193 -4.18375 0.28878  0.315
N3 -4.07219 -0.40621 1.05415  -0.377
C5 -4.08828 -1.46780 0.57284  0.315
C6 -4.43047 -2.79593 0.06952  -0.740
H7 -4.00819 -3.55860 0.73966  0.282
H8 -4.05392 -2.93751 -0.95233  0.248
H9 -5.53245 -2.85692 0.06916  0.320
W1 0.27467 -0.17533 -1.55170  1.262
C7 0.68796 -1.62329 -0.03754  0.500
O1 0.82293 -2.46209 0.76747  -0.133
C8 1.70116 0.04390 0.00131  0.492
O2 2.52651 0.23844 0.82348  -0.134
C9 0.69206 1.23588 -2.96600  -0.199
C10 -0.67207 1.27765 -2.55715  -0.273
C11 -1.44339 0.07805 -2.56757  -0.252
C12 -0.84243 -1.14045 -2.97496  -0.204
C13 0.54938 -1.20872 -3.25142  -0.249
C14 1.32859 -0.00524 -3.25320  -0.255
H10 1.24249 2.15745 -3.11147  0.361
H11 -1.12003 2.21299 -2.27621  0.361
H12 -2.48266 0.10475 -2.29103  0.356
H13 -1.44859 -2.02962 -3.10255  0.358
H14 1.03011 -2.14274 -3.49889  0.359
H15 2.37922 -0.04144 -3.50606  0.362
C15 -2.20079 1.45153 3.96799  -0.163
C16 -1.09236 2.16220 3.49613  -0.039
C17 -0.19400 1.50774 2.63297  0.226
N4 -0.41893 0.28055 2.18240  -0.528
C18 -1.46176 -0.40637 2.62275  0.227
C19 -2.41378 0.15331 3.49618  -0.013
H16 -2.89236 1.90176 4.68058  0.305
H17 -0.91627 3.20910 3.73751  0.294
H18 0.70999 2.01820 2.29811  0.230
H19 -1.58543 -1.43052 2.27004  0.231
H20 -3.30659 -0.42152 3.73450  0.296

Summary:
**Frontier orbital gap (alpha / beta)**: 3.023 / 2.973 eV
**Spin multiplicity**: 3
**Charge**: +4
**LUMO energy (alpha / beta)**: -0.6722 / -0.6762 Ha
**Energy relative to the best compared isomer or geometry (same formula, charge and spin)**: 169.2 kcal/mol

=====

Entry 4:
DFT (ωB97M-V/def2-TZVPD) results for a structure of composition C2H4BrO4S in a non-equilibrium geometry.

Last column: natural (NBO) charge in e.
Element x y z (Å)
C1 0.98035 1.03833 0.20332  -0.649
C2 -0.17004 0.06563 0.45558  -0.064
O1 0.85645 -1.31613 -1.41671  -1.014
O2 -1.49884 -1.81939 -0.56927  -1.018
O3 -0.98973 0.13040 -2.00411  -1.008
O4 0.17453 -0.89658 1.49399  -0.731
S1 -0.52445 -0.87103 -1.11998  2.389
Br1 -1.80335 1.00014 0.86479  -0.050
H1 0.64907 1.85105 -0.59139  0.228
H2 1.17221 1.58725 1.11896  0.196
H3 1.82041 0.57117 -0.12955  0.235
H4 -0.66661 -1.34085 1.69438  0.485

Summary:
**Frontier orbital gap**: 8.651 eV
**Charge**: -1
**LUMO energy**: 0.1212 Ha
**Energy relative to the best compared isomer or geometry (same formula, charge and spin)**: 12.8 kcal/mol

=====

Entry 5:
DFT (ωB97M-V/def2-TZVPD) results for a cluster of 2 separate species, CHBr2FO in total in a non-equilibrium geometry.

Last column: natural (NBO) charge in e.
Element x y z (Å)
C1 -0.59341 0.15930 -0.23295  0.756
O1 -0.28173 1.01155 0.63738  -0.572
F1 -0.95936 -1.07343 0.05509  -0.231
Br1 2.39633 -1.25330 -0.00006  -0.882
Br2 -0.63330 0.54713 -1.93561  0.359
H1 0.07146 0.60875 1.47615  0.569

Summary:
**Frontier orbital gap (alpha / beta)**: 5.521 / 5.520 eV
**LUMO energy (alpha / beta)**: -0.0824 / -0.0825 Ha
**Energy relative to the best compared isomer or geometry (same formula, charge and spin)**: 58.9 kcal/mol

=====

Entry 6:
DFT (ωB97M-V/def2-TZVPD) results for a cluster of 2 separate species, C4H12 in total in a non-equilibrium geometry.

Last column: natural (NBO) charge in e.
Element x y z (Å)
C1 -0.80692 0.65286 1.80924  -0.622
C2 -1.02654 -0.76085 2.58192  -0.610
H1 -1.04465 1.42872 2.55927  0.209
H2 0.11576 0.67962 1.20209  0.215
H3 -1.55376 0.74552 0.96317  0.196
H4 -0.47092 -1.55304 1.99445  0.201
H5 -2.08886 -0.93123 2.59453  0.207
H6 -0.53207 -0.71234 3.55837  0.204
C3 0.74647 -0.03210 -1.43047  -0.609
C4 1.14369 0.10379 -2.88770  -0.602
H7 -0.33798 -0.11078 -1.25818  0.203
H8 1.23093 -0.94747 -1.00602  0.201
H9 1.08793 0.88191 -0.94889  0.201
H10 2.20019 0.21909 -2.94640  0.207
H11 0.69744 1.07116 -3.26437  0.197
H12 0.63930 -0.73485 -3.52101  0.203

Summary:
**Frontier orbital gap**: 12.702 eV
**LUMO energy**: 0.0406 Ha
**Energy relative to the best compared isomer or geometry (same formula, charge and spin)**: 16.1 kcal/mol

=====

Entry 7:
DFT (ωB97M-V/def2-TZVPD) results for the ion C4H9O2 with charge -1 in a non-equilibrium geometry.

Last column: natural (NBO) charge in e.
Element x y z (Å)
C1 -1.66850 -0.29803 0.08195  -0.014
O1 -2.94224 -0.01445 -0.44543  -0.745
C2 -0.46440 0.20978 -0.69341  -0.452
C3 0.66449 0.66080 0.35520  -0.450
C4 1.89828 -0.36762 0.06694  0.047
O2 3.01095 0.00705 0.65220  -0.930
H1 -1.58080 -1.49346 0.23415  0.109
H2 -1.69901 0.02729 1.05237  0.142
H3 -3.59207 -0.58803 -0.04492  0.457
H4 -0.24987 -0.71374 -1.20590  0.201
H5 -0.79115 0.92584 -1.36274  0.196
H6 0.28472 0.76739 1.35922  0.168
H7 1.08771 1.64978 0.20420  0.192
H8 1.51246 -1.49825 0.30476  0.024
H9 1.89911 -0.24722 -1.05938  0.056

Summary:
**Frontier orbital gap**: 5.575 eV
**Charge**: -1
**LUMO energy**: 0.1229 Ha
**Energy relative to the best compared isomer or geometry (same formula, charge and spin)**: 82.7 kcal/mol

=====

Entry 8:
DFT (ωB97M-V/def2-TZVPD) results for a structure of composition F6KN3O12S6 in a non-equilibrium geometry.

Last column: natural (NBO) charge in e.
Element x y z (Å)
K1 5.85357 -8.31962 9.46728  0.998
N1 4.62011 -4.64498 12.61017  -1.120
S1 4.30540 -3.25736 12.28913  2.413
O1 4.23021 -2.30464 13.43365  -0.925
O2 3.39221 -3.05499 11.11750  -0.914
F1 5.77017 -2.87396 11.63447  -0.535
S2 3.32066 -4.98391 13.70120  2.329
O3 1.91821 -4.66622 13.31339  -0.846
O4 3.70074 -4.97810 15.12523  -0.874
F2 3.38099 -6.62136 13.41683  -0.526
N2 8.98985 -11.61808 12.38311  -1.056
S3 8.03697 -12.61394 13.38760  2.349
O5 8.68704 -13.24710 14.51239  -0.872
O6 6.82128 -13.13212 12.82413  -0.886
F3 7.45246 -11.23712 14.17336  -0.548
S4 10.06972 -12.70146 12.17549  2.386
O7 9.70430 -13.96869 11.53423  -0.917
O8 11.17727 -12.61551 13.12780  -0.912
F4 10.75101 -11.99193 10.86952  -0.544
N3 -0.58834 -7.91733 5.33316  -1.034
S5 -0.88165 -7.87265 7.00706  2.305
O9 -1.74242 -6.78953 7.48657  -0.873
O10 0.14112 -8.50128 7.87806  -0.869
F5 -1.94550 -9.07222 6.77877  -0.521
S6 0.65953 -7.05070 5.55133  2.388
O11 1.87247 -7.73693 6.02268  -0.947
O12 0.45360 -5.70254 5.97137  -0.913
F6 1.03082 -6.84159 3.98068  -0.537

Summary:
**Frontier orbital gap**: 7.265 eV
**Charge**: -2
**LUMO energy**: 0.0615 Ha
**Energy relative to the best compared isomer or geometry (same formula, charge and spin)**: 142.4 kcal/mol

=====

Entry 9:
DFT (ωB97M-V/def2-TZVPD) results for an isolated molecule of C5H10O in a non-equilibrium geometry.

Last column: natural (NBO) charge in e.
Element x y z (Å)
C1 1.75696 -0.04505 -0.02557  -0.685
C2 0.56686 0.80466 -0.33165  -0.110
C3 -0.46019 0.31240 -1.23178  -0.545
C4 -1.49200 -0.55898 -0.42577  0.024
O1 -0.87172 -1.24812 0.60084  -0.530
C5 -0.67894 -0.11036 1.42898  -0.285
H1 2.39985 -0.18249 -0.90551  0.224
H2 2.37605 0.38834 0.76777  0.214
H3 1.42877 -1.05009 0.28578  0.224
H4 0.67441 1.87919 -0.19365  0.195
H5 -0.99743 1.07934 -1.79670  0.222
H6 -0.01988 -0.41056 -1.93405  0.244
H7 -2.14359 -1.22147 -1.01687  0.173
H8 -1.39971 0.56405 0.64929  0.236
H9 -1.44041 -0.13832 2.21682  0.203
H10 0.30097 -0.06254 1.91208  0.196

Summary:
**Frontier orbital gap (alpha / beta)**: 7.769 / 8.110 eV
**LUMO energy (alpha / beta)**: 0.0154 / 0.0257 Ha
**Energy relative to the best compared isomer or geometry (same formula, charge and spin)**: 139.4 kcal/mol

=====

Entry 10:
DFT (ωB97M-V/def2-TZVPD) results for a structure of composition C12H23N2O9V in a non-equilibrium geometry.

Last column: natural (NBO) charge in e.
Element x y z (Å)
O1 -1.37185 -1.00630 -0.86768  -0.550
V1 -0.25610 -1.90638 -0.19725  1.579
C1 0.79368 0.33644 3.15544  -0.713
C2 0.31305 -0.49689 1.98761  0.772
O2 -0.89692 -0.75658 1.81365  -0.697
O3 1.19384 -0.97526 1.22028  -0.716
H1 -0.03845 0.79262 3.69056  0.210
H2 1.41237 1.14429 2.75740  0.212
H3 1.36278 -0.29942 3.82679  0.229
C3 1.79452 -3.88399 -3.20493  -0.711
C4 0.98109 -3.21112 -2.12243  0.770
O4 1.58944 -2.74502 -1.12577  -0.712
O5 -0.24031 -2.97988 -2.26639  -0.682
H4 2.39086 -3.09429 -3.66169  0.225
H5 1.17138 -4.39270 -3.93092  0.214
H6 2.49076 -4.58386 -2.73972  0.219
C5 -1.62834 -5.22991 1.84886  -0.710
C6 -1.10280 -4.05046 1.05292  0.771
O6 -1.91079 -3.31355 0.41378  -0.677
O7 0.09658 -3.68403 1.19109  -0.713
H7 -1.34082 -5.08733 2.88812  0.224
H8 -1.19072 -6.16841 1.50057  0.217
H9 -2.70758 -5.29619 1.74410  0.217
C7 1.02045 1.51076 -1.56911  0.543
O8 0.97108 0.35402 -1.23014  -0.593
N1 1.79236 2.44470 -0.96517  -0.440
C8 1.91651 3.77227 -1.49977  -0.404
C9 2.70333 2.03128 0.06857  -0.434
H10 0.40892 1.91453 -2.39524  0.118
H11 1.06963 3.98926 -2.15292  0.225
H12 2.84002 3.89805 -2.07813  0.178
H13 1.89605 4.51014 -0.69362  0.192
H14 3.73508 2.04397 -0.30147  0.182
H15 2.63570 2.72828 0.90936  0.182
H16 2.43719 1.02110 0.38147  0.278
C10 -2.69438 3.24289 -1.06073  0.538
O9 -2.09121 4.10972 -1.66429  -0.661
N2 -2.35346 2.73416 0.14040  -0.423
C11 -2.91549 1.49086 0.64447  -0.418
C12 -1.13271 3.13505 0.77216  -0.422
H17 -3.58272 2.73020 -1.47098  0.106
H18 -2.18015 0.69892 0.51856  0.262
H19 -3.81456 1.20243 0.10478  0.203
H20 -3.12947 1.59312 1.70935  0.188
H21 -0.73796 4.02203 0.28399  0.225
H22 -1.30889 3.37990 1.82812  0.189
H23 -0.39099 2.33058 0.74596  0.207

Summary:
**Frontier orbital gap (alpha / beta)**: 8.242 / 8.958 eV
**Spin multiplicity**: 2
**Charge**: -1
**LUMO energy (alpha / beta)**: 0.1028 / 0.1028 Ha

=====

Entry 11:
DFT (ωB97M-V/def2-TZVPD) results for a structure of composition C6H11NO in a non-equilibrium geometry.

Last column: natural (NBO) charge in e.
Element x y z (Å)
C1 1.86906 -1.66062 0.36680  -0.082
C2 -0.00363 -0.99084 -0.02814  -0.456
C3 -1.59617 0.86018 -0.02104  0.186
C4 0.36495 0.33532 -0.00195  0.101
N1 -2.27412 0.63120 -1.20567  -0.856
C5 -2.16493 1.29604 1.10547  -0.602
C6 1.24479 1.29647 0.01084  -0.454
O1 2.93393 -1.20139 -0.41175  -0.726
H1 3.19748 -1.86459 -1.06006  0.479
H2 -1.73620 0.76904 -2.04746  0.377
H3 -3.21127 1.01983 -1.27152  0.375
H4 2.02882 -1.39923 1.41200  0.168
H5 1.67854 -2.73160 0.25350  0.159
H6 -0.21957 -1.42277 -0.99992  0.236
H7 -0.54968 -1.39659 0.81608  0.240
H8 -1.60976 1.36232 2.02962  0.206
H9 -3.18165 1.68591 1.12879  0.186
H10 0.93203 2.33004 0.03949  0.229
H11 2.29737 1.08127 -0.11509  0.233

Summary:
**Frontier orbital gap**: 8.235 eV
**LUMO energy**: 0.0293 Ha
**Energy relative to the best compared isomer or geometry (same formula, charge and spin)**: 140.0 kcal/mol

=====

Entry 12:
DFT (ωB97M-V/def2-TZVPD) results for a cluster of 11 separate species, H22N2O12 in total in a non-equilibrium geometry.

Last column: natural (NBO) charge in e.
Element x y z (Å)
N1 -53.02683 19.69283 -5.61622  -0.801
H1 -53.73892 19.21139 -6.00564  0.443
H2 -53.47676 20.61234 -5.40398  0.449
H3 -52.32924 19.87801 -6.16529  0.436
H4 -52.81833 19.34715 -4.66467  0.446
N2 -52.05049 20.65708 -8.99049  0.695
O1 -51.60166 19.53709 -9.22168  -0.520
O2 -53.32705 20.78188 -8.91367  -0.640
O3 -51.37584 21.69234 -8.82152  -0.528
O4 -49.80008 19.47063 -5.02655  -0.942
H5 -49.95362 19.08939 -4.13835  0.482
H6 -49.06942 20.02564 -4.58238  0.450
O5 -50.97091 21.41425 -3.55829  -0.977
H7 -50.34000 21.72603 -4.29911  0.501
H8 -51.06445 22.24086 -2.94720  0.475
O6 -51.02076 18.51434 -2.60309  -0.987
H9 -51.93809 18.44308 -2.50607  0.478
H10 -50.66272 19.31220 -2.32098  0.473
O7 -55.79110 18.43952 -7.15964  -0.974
H11 -55.87435 17.79146 -7.97559  0.494
H12 -56.41554 19.15139 -7.37687  0.483
O8 -54.00056 16.70568 -4.90743  -0.986
H13 -54.82504 16.78766 -5.34763  0.484
H14 -53.40042 16.00493 -5.54181  0.506
O9 -55.04436 22.46928 -2.99862  -0.954
H15 -54.66602 23.34696 -3.15961  0.465
H16 -54.47793 21.74311 -3.32544  0.490
O10 -55.47628 20.08453 -4.49705  -0.962
H17 -56.00687 19.39560 -4.11325  0.486
H18 -56.09938 20.63032 -4.91055  0.482
O11 -53.37078 18.01443 -2.21328  -0.930
H19 -53.34321 17.62299 -1.41147  0.475
H20 -53.82632 17.28706 -2.71552  0.505
O12 -53.03128 23.02751 -5.68544  -0.915
H21 -53.42634 23.50156 -4.85941  0.449
H22 -53.73808 23.02179 -6.24102  0.471

Summary:
**Frontier orbital gap**: 6.426 eV
**LUMO energy**: -0.0217 Ha
**Energy relative to the best compared isomer or geometry (same formula, charge and spin)**: 27.7 kcal/mol